Record 1
The following is a quantum chemistry calculation of a structure of composition C39H47HfN11O5S, from the Open Molecules 2025 dataset.

Element x y z (Å)
Hf  -0.09480  0.16561  0.21348
C  0.58801  0.21984  -7.69667
O  -0.05580  -0.04748  -6.45344
C  0.10214  -1.28856  -5.93335
C  0.87278  -2.29692  -6.49739
C  0.94113  -3.54399  -5.88816
C  0.22608  -3.80892  -4.73258
C  -0.55387  -2.80572  -4.17676
C  -0.59043  -1.54568  -4.74545
N  -1.35068  -0.50748  -4.14241
C  -1.36815  -0.24652  -2.79969
N  -2.60984  -0.07906  -2.31676
C  -3.10116  0.21215  -1.02882
C  -2.31788  0.26813  0.11601
C  -2.99812  0.59598  1.31049
C  -4.35644  0.83040  1.35267
C  -5.11959  0.73368  0.19140
C  -4.49715  0.42255  -1.00065
O  -5.12472  0.29878  -2.19615
C  -6.54088  0.48814  -2.23608
N  -0.26388  -0.17585  -2.05752
C  0.95835  -0.24216  -2.84817
C  1.70744  -1.40861  -2.87711
C  2.86529  -1.50532  -3.62690
C  3.28991  -0.40864  -4.35961
C  2.54723  0.76143  -4.36348
C  1.36962  0.84574  -3.62699
O  0.56562  1.94198  -3.62990
C  0.79412  2.92258  -4.63979
H  0.29776  1.22809  -7.97758
H  0.25515  -0.47661  -8.46730
H  1.67383  0.16511  -7.59132
H  1.42426  -2.12075  -7.40894
H  1.54517  -4.31807  -6.34184
H  0.25352  -4.79304  -4.28480
H  -1.14990  -2.99458  -3.29052
H  -2.05470  -0.05934  -4.70950
H  -3.35044  -0.26021  -2.98107
H  -2.43740  0.69747  2.23413
H  -4.84016  1.08939  2.28531
H  -6.18490  0.90667  0.22902
H  -6.83323  0.33534  -3.26943
H  -6.80098  1.50114  -1.92745
H  -7.04458  -0.24048  -1.59999
H  1.36017  -2.26661  -2.31671
H  3.42815  -2.42834  -3.64059
H  4.19968  -0.46066  -4.94285
H  2.88127  1.60222  -4.95396
H  -0.02543  3.63268  -4.56074
H  0.78210  2.45975  -5.62553
H  1.74210  3.44181  -4.48400
N  -1.00056  -1.48655  2.49754
C  -0.45845  -0.80339  3.68002
C  0.66983  0.12006  3.25080
O  1.67034  0.32098  3.88244
O  0.41446  0.68428  2.07380
H  -2.01373  -1.49872  2.50852
H  -0.70493  -2.45563  2.49085
H  -0.09341  -1.48255  4.44847
H  -1.22508  -0.17432  4.13693
C  4.55306  0.64950  2.30057
N  3.81624  -0.60192  2.15163
C  3.84185  -1.65095  3.04898
C  2.95441  -2.56696  2.63216
N  2.36392  -2.05513  1.47328
C  2.92010  -0.83879  1.18858
S  2.61739  0.13300  -0.17298
C  1.48702  -2.80155  0.64894
C  1.73028  -4.15386  0.46956
C  0.81312  -4.90390  -0.24557
C  -0.31214  -4.27747  -0.76012
C  -0.45306  -2.91961  -0.56734
N  0.43052  -2.17866  0.12161
H  5.34852  0.49128  3.02240
H  3.87144  1.41722  2.66193
H  4.97781  0.93754  1.34316
H  4.47187  -1.63624  3.92017
H  2.65759  -3.50702  3.06016
H  2.62790  -4.59892  0.87400
H  0.97815  -5.96192  -0.39821
H  -1.06361  -4.82566  -1.30992
H  -1.30850  -2.38810  -0.96536
C  -0.61610  3.19919  1.25608
N  -0.18721  2.50232  -0.03179
C  -1.16626  2.98079  -1.09319
N  -1.17735  4.41706  -1.22263
C  -1.58258  5.00467  0.05543
N  -0.64943  4.63024  1.11746
C  0.68803  5.10678  0.76128
N  1.12875  4.52514  -0.50874
C  1.16856  3.09056  -0.38748
C  0.16808  4.89421  -1.54907
H  0.09293  2.92397  2.03233
H  -1.60869  2.82609  1.51044
H  -2.15665  2.64158  -0.79274
H  -0.88089  2.52189  -2.03418
H  -2.58319  4.65297  0.31290
H  -1.60440  6.09009  -0.03675
H  1.39132  4.83191  1.54892
H  0.67036  6.19218  0.66974
H  1.86624  2.80331  0.39855
H  1.48462  2.65010  -1.33573
H  0.48646  4.45938  -2.49474
H  0.14791  5.97920  -1.64807

Computed properties:
- gap between HOMO and LUMO (Eh) = 0.2689
- E_tot (eV) = -79968.092
- relative energy (zero: lowest compared OMol25 entry of this formula, charge and spin) (kJ/mol) = 11.5
- charge = +2
- LUMO level (eV) = -5.4

Atomic partial charges in e from the Löwdin method, atoms 1 to 4: number 1, Hf, carries 1.661; number 2, C, carries -0.052; number 3, O, carries -0.080; number 4, C, carries -0.223

Record 2
The following is a quantum chemistry calculation of a cluster of 6 separate species, C39H47N7O2 in total, from the Open Molecules 2025 dataset.

Element x y z (Å)
C  6.90340  -2.07304  4.55061
C  7.22811  -1.32279  3.30200
O  7.55956  -1.89079  2.29110
O  7.12554  0.02788  3.38866
C  6.26442  0.62628  2.41057
C  5.09434  1.34206  3.06838
C  4.39280  0.44234  4.06479
C  2.97838  0.87636  4.41709
C  2.23456  -0.30007  5.04647
C  0.74934  -0.04756  5.29441
C  -0.05622  0.27387  4.03503
C  -0.58459  -0.94944  3.30645
C  0.44694  -1.71710  2.46064
C  1.50478  -0.88686  1.93284
N  2.36266  -0.20120  1.51657
C  0.99917  -2.96458  3.21427
C  2.32648  -3.33882  2.80284
N  3.43110  -3.63198  2.61380
H  7.48940  -2.97549  4.58256
H  7.09686  -1.49728  5.44626
H  5.86185  -2.35348  4.53995
H  5.85281  -0.14057  1.76919
H  6.82315  1.30447  1.78549
H  5.48042  2.22988  3.55743
H  4.43201  1.67855  2.28121
H  5.01197  0.30788  4.93871
H  4.31824  -0.53836  3.60161
H  2.46532  1.27764  3.56044
H  3.04703  1.63116  5.19390
H  2.71066  -0.45291  6.00880
H  2.43066  -1.19903  4.47229
H  0.66398  0.72961  6.04019
H  0.32407  -0.95644  5.70900
H  0.47210  0.94569  3.37887
H  -0.92639  0.83152  4.36224
H  -0.99821  -1.65933  4.00744
H  -1.36346  -0.62015  2.63588
H  -0.07407  -2.10114  1.59531
H  0.33925  -3.78261  2.97808
H  0.99690  -2.74941  4.27048
N  -1.04104  -0.43555  -0.49839
C  -0.04375  0.23028  -1.08284
C  0.43407  -0.05565  -2.35287
C  -0.15243  -1.09249  -3.05741
C  -1.18985  -1.79649  -2.46747
C  -1.59498  -1.42931  -1.19393
H  0.38774  1.03216  -0.49473
H  1.24417  0.52186  -2.77786
H  0.19145  -1.34656  -4.05206
H  -1.67789  -2.61226  -2.98327
H  -2.40883  -1.95161  -0.69992
N  -6.71032  -0.82226  -3.17522
C  -6.97986  -0.53174  -4.44702
C  -6.00860  -0.31962  -5.41303
C  -4.67823  -0.41178  -5.03882
C  -4.37772  -0.71174  -3.72113
C  -5.42215  -0.90737  -2.83293
H  -8.03291  -0.46624  -4.69756
H  -6.28956  -0.08836  -6.43103
H  -3.88902  -0.25286  -5.76274
H  -3.35616  -0.79411  -3.38149
H  -5.22228  -1.14882  -1.79651
N  -1.04766  3.63357  -3.87390
C  -1.40130  2.98533  -2.76606
C  -1.72722  3.61278  -1.57405
C  -1.68156  4.99614  -1.52887
C  -1.31375  5.68929  -2.67078
C  -1.00811  4.96334  -3.81171
H  -1.42014  1.90539  -2.84902
H  -2.00813  3.03020  -0.70691
H  -1.92756  5.52624  -0.61783
H  -1.26279  6.76909  -2.67822
H  -0.71502  5.46586  -4.72688
N  -5.87233  -2.91643  -0.08881
C  -7.02370  -2.26941  -0.28454
C  -8.12724  -2.40906  0.54504
C  -8.03590  -3.26688  1.62776
C  -6.84874  -3.94882  1.84138
C  -5.80271  -3.73717  0.95821
H  -7.04656  -1.60974  -1.14455
H  -9.03499  -1.85800  0.34275
H  -8.87665  -3.40319  2.29598
H  -6.73531  -4.62908  2.67415
H  -4.85489  -4.24842  1.09022
N  3.79197  3.46170  -4.29947
C  2.54944  2.99597  -4.40922
C  2.13980  2.11618  -5.39931
C  3.07436  1.69677  -6.33163
C  4.37217  2.17084  -6.23431
C  4.67678  3.04660  -5.20300
H  1.84702  3.35108  -3.66281
H  1.11377  1.77469  -5.43556
H  2.79578  1.01163  -7.12220
H  5.13298  1.86971  -6.94106
H  5.68096  3.43957  -5.08842

Computed properties:
- gap between HOMO and LUMO (Eh) = 0.3641
- E_tot (eV) = -55729.658
- relative energy (zero: lowest compared OMol25 entry of this formula, charge and spin) (kJ/mol) = 0.0
- SMILES = CC(=O)OCCCCCCCC[C@@H](C#N)CC#N.c1ccncc1.c1ccncc1.c1ccncc1.c1ccncc1.c1ccncc1
- LUMO level (eV) = 0.3

Atomic partial charges in e from the Löwdin method, atoms 1 to 4: number 1, C, carries 0.015; number 2, C, carries -0.533; number 3, O, carries 0.115; number 4, O, carries -0.017

Record 3
The following is a quantum chemistry calculation of a structure of composition C39H48Cl2N6O4W, from the Open Molecules 2025 dataset.

Element x y z (Å)
W  0.14734  0.48658  -0.10109
C  4.52558  -3.09891  2.98509
C  4.68401  -1.67850  2.56515
C  3.76709  -1.38391  1.43489
C  4.06223  -1.50847  0.09459
C  5.38256  -1.87262  -0.55059
C  6.01559  -0.65393  -1.22780
C  2.81756  -1.21275  -0.59346
N  1.80406  -0.82801  0.29414
C  2.44393  -0.95764  1.55605
C  1.85936  -0.65955  2.76567
C  0.57708  -0.16929  2.92971
C  -0.03993  -0.02006  4.16162
C  0.64267  -0.01254  5.51760
C  0.82702  -1.36617  6.03300
C  -1.42442  0.10685  3.92783
C  -1.57910  0.04875  2.54688
C  -2.80878  -0.00728  1.88513
C  -2.99387  -0.01056  0.54005
N  -1.93692  0.01684  -0.40133
C  -2.56017  0.17135  -1.64433
C  -1.91386  0.01075  -2.86543
C  -0.58640  -0.29614  -2.99147
N  0.28941  -0.54478  -2.00299
C  1.45989  -1.01592  -2.64463
C  2.58536  -1.33129  -1.93661
C  1.25051  -0.99130  -4.05813
C  0.00363  -0.50756  -4.28484
C  -0.65762  -0.21440  -5.60517
C  -1.78201  -1.22847  -6.00894
C  2.37444  -1.19796  -4.97867
C  2.19269  -2.49839  -5.84438
C  -3.94353  0.24679  -1.46933
C  -4.22920  0.11144  -0.17186
C  -5.56079  0.14662  0.55772
C  -6.01386  1.37394  1.40587
C  -4.88745  0.65037  -2.54146
C  -4.81614  2.21981  -2.68591
N  -0.37510  -0.16284  1.86277
C  -2.50491  0.20861  5.02849
C  -2.72171  1.64746  5.47572
H  5.07268  -3.39885  3.87075
H  4.69882  -3.79159  2.15990
H  3.51500  -3.34292  3.23667
H  5.75534  -1.54892  2.27360
H  4.50758  -1.02572  3.39439
H  5.06639  -2.54421  -1.32284
H  6.12399  -2.32455  0.09058
H  5.33499  -0.13316  -1.87796
H  6.85044  -0.93275  -1.87501
H  6.37275  0.06417  -0.51456
H  2.42191  -0.87456  3.66071
H  0.07053  0.52992  6.26866
H  1.64601  0.54217  5.49613
H  -0.14724  -1.76180  6.34511
H  1.41149  -1.37695  6.99188
H  1.26650  -2.06864  5.31768
H  -3.71841  0.09765  2.44256
H  -2.49631  0.29432  -3.78050
H  3.42344  -1.63956  -2.54602
H  0.17096  -0.24313  -6.35242
H  -1.08502  0.77077  -5.60585
H  -1.35734  -2.18114  -6.32966
H  -2.34241  -0.79567  -6.83452
H  -2.43502  -1.49137  -5.21400
H  3.34380  -1.30136  -4.53238
H  2.35881  -0.34575  -5.67453
H  2.29614  -3.41596  -5.25112
H  2.89886  -2.72647  -6.66257
H  1.15728  -2.54808  -6.22018
H  -5.53653  -0.69442  1.21329
H  -6.31644  -0.13355  -0.16802
H  -5.29782  1.58402  2.23131
H  -6.87648  1.12265  2.06463
H  -6.19882  2.23514  0.68126
H  -5.95472  0.38414  -2.22650
H  -4.70446  0.11152  -3.45647
H  -4.89819  2.69234  -1.69331
H  -5.60673  2.58854  -3.32774
H  -3.86367  2.45421  -3.16781
H  -2.25312  -0.41084  5.88410
H  -3.42892  -0.26646  4.64884
H  -1.81739  1.97943  5.96512
H  -3.49992  1.61213  6.26068
H  -3.08790  2.28610  4.67458
N  -0.96303  2.37255  0.91218
N  -1.29489  3.29963  -0.02940
C  -1.26109  2.83797  -1.39125
O  -1.65872  3.45984  -2.28606
O  -0.41595  1.78607  -1.46337
H  -1.81568  2.09325  1.37663
H  -0.27932  2.63375  1.60042
H  -2.07147  3.91615  0.25047
Cl  2.91258  4.30183  1.29994
C  3.42247  2.93018  0.26240
Cl  4.74862  1.98733  0.86760
C  2.25853  1.96362  -0.03429
O  1.96684  1.46757  -1.10258
O  1.55247  1.57954  0.97075
H  3.68149  3.32296  -0.73149

Computed properties:
- gap between HOMO and LUMO (spin up / spin down) (Eh) = 0.1968 / 0.1969
- E_tot (eV) = -85211.043
- charge = +2
- LUMO level (spin up / spin down) (eV) = -7.6 / -7.6

Atomic partial charges in e from the Löwdin method, atoms 1 to 4: number 1, W, carries 2.079; number 2, C, carries -0.078; number 3, C, carries -0.186; number 4, C, carries -0.149

Record 4
The following is a quantum chemistry calculation of a structure of composition C39H48CoFN6O3Si2, from the Open Molecules 2025 dataset.

Element x y z (Å)
Co  -0.69603  1.97891  -0.44101
C  0.80875  5.55242  2.81740
C  2.01384  4.88139  2.72313
C  2.38152  4.34032  1.50195
C  1.50158  4.47432  0.44129
N  0.34887  5.13548  0.50919
C  0.01826  5.66171  1.68254
C  1.78333  3.88542  -0.89696
C  2.94369  4.19031  -1.59911
C  3.06308  3.76308  -2.90766
C  2.01244  3.06772  -3.48949
C  0.90431  2.77990  -2.71309
N  0.81472  3.14175  -1.43403
C  -0.28898  2.04393  -3.22971
C  -0.49869  1.80657  -4.57615
C  -1.62954  1.10989  -4.97352
C  -2.51355  0.67330  -4.00631
C  -2.24729  0.97199  -2.68109
N  -1.16744  1.65050  -2.29623
H  0.47519  5.97537  3.75461
H  2.64902  4.76166  3.59036
H  3.30470  3.78575  1.38638
H  -0.92878  6.18878  1.71964
H  3.71069  4.78999  -1.12823
H  3.94738  3.99975  -3.48458
H  2.06585  2.75568  -4.52189
H  0.20143  2.17951  -5.30867
H  -1.81732  0.92351  -6.02260
H  -3.41278  0.12997  -4.26020
H  -2.92945  0.68729  -1.89303
F  2.05314  -3.94367  -2.65544
C  1.87982  -3.51035  -1.38168
C  1.51640  -2.21416  -1.16187
C  1.39989  -1.72861  0.13644
C  0.93384  -0.34056  0.35876
O  0.59593  0.34564  -0.61403
C  0.90000  0.08610  1.72679
C  1.21118  -0.80354  2.69996
N  1.58731  -2.09222  2.50263
C  1.80306  -2.96127  3.63625
C  3.18875  -3.47360  3.90993
C  2.57299  -2.43643  4.80249
C  1.67154  -2.58373  1.21047
C  1.98284  -3.92796  0.96174
C  2.09163  -4.40676  -0.32536
N  2.39004  -5.77957  -0.53132
C  3.60275  -6.33105  0.05163
C  3.26997  -7.72256  0.62421
N  1.99767  -8.17383  -0.04150
C  2.09397  -7.96508  -1.52677
C  2.05483  -6.44298  -1.78302
C  0.50316  1.47934  2.20276
O  0.79209  1.75075  3.36525
O  -0.08067  2.23957  1.37180
H  1.32205  -1.54863  -1.99384
H  1.16695  -0.46788  3.72808
H  0.97072  -3.62297  3.84680
H  3.97898  -3.14613  3.24728
H  3.28722  -4.48541  4.28169
H  2.96603  -1.43194  4.72916
H  2.23838  -2.71954  5.78940
H  2.11373  -4.60621  1.79305
H  3.97193  -5.68532  0.84249
H  4.39548  -6.41638  -0.70076
H  3.08569  -7.71126  1.69635
H  4.03715  -8.45941  0.39748
H  1.26130  -7.54661  0.29630
H  1.75904  -9.13292  0.20487
H  1.27239  -8.48951  -2.00696
H  3.03250  -8.41641  -1.84090
H  1.05775  -6.13809  -2.09242
H  2.74695  -6.21290  -2.59640
C  -4.23424  5.02844  0.37827
Si  -3.41662  3.83516  -0.81941
C  -2.18994  4.83623  -1.83962
C  -4.77475  3.32407  -2.02192
C  -2.56921  2.51751  0.14838
Si  -3.46244  1.11076  0.91855
C  -5.22323  0.85314  0.31001
C  -2.66596  -0.59315  0.70019
C  -3.53289  1.35988  2.77179
H  -4.86198  5.75682  -0.14377
H  -3.48033  5.58098  0.94669
H  -4.86342  4.49122  1.09429
H  -2.52583  5.87336  -1.93282
H  -2.08614  4.43600  -2.85502
H  -1.20605  4.84615  -1.36035
H  -5.00002  4.18999  -2.65246
H  -5.69205  3.04618  -1.50253
H  -4.50098  2.50368  -2.68815
H  -2.25402  3.08805  1.03628
H  -5.29139  0.74791  -0.77497
H  -5.85657  1.69749  0.59686
H  -5.64725  -0.04943  0.76027
H  -2.56880  -0.91411  -0.34178
H  -3.28596  -1.33184  1.21897
H  -1.67278  -0.61730  1.15439
H  -4.06262  2.28700  3.00779
H  -2.52376  1.44675  3.18666
H  -4.04599  0.53690  3.27867

Computed properties:
- gap between HOMO and LUMO (spin up / spin down) (Eh) = 0.2072 / 0.1856
- E_tot (eV) = -112401.326
- relative energy (zero: lowest compared OMol25 entry of this formula, charge and spin) (kJ/mol) = 0.0
- spin multiplicity = 2
- charge = +1
- LUMO level (spin up / spin down) (eV) = -3.3 / -3.3

Atomic partial charges in e from the Löwdin method, atoms 1 to 4: number 1, Co, carries 0.489; number 2, C, carries -0.045; number 3, C, carries -0.055; number 4, C, carries -0.020

- Among the records above, which one has the highest E_tot?
  C39H47N7O2